(1)
89
Properties=species:S:1:pos:R:3 method="wB97M-V/def2-TZVPD" homo_ha=-0.335 total_charge=0 e_tot_ev=-91556.8369
H -2.02627 -2.53196 -2.26671
O 1.60080 0.77178 -1.10002
C 9.71273 5.15165 3.92182
H -3.86060 -0.33615 -0.33149
C 1.45322 2.11276 -0.64288
C 9.71063 3.68470 4.37229
C 2.94571 2.37176 5.06185
H -7.58526 -1.94559 -2.92041
H -0.63150 -5.18702 -4.51386
S -1.16982 -5.50381 -2.23991
H 8.78081 2.70784 6.11174
H -9.19785 -1.68742 -2.25818
O -8.45253 1.11125 -1.90072
H -6.14857 0.23135 -1.21490
C -0.06633 -7.66677 -3.34692
C -0.12880 0.33370 -2.72263
H 1.58441 -6.39159 -2.77299
H 0.49632 -4.30391 -3.44669
S -9.92891 1.77636 -2.08476
C -0.03926 -5.23811 -3.60057
H -7.99249 2.82387 -4.03351
H -1.98210 -1.77917 -3.81871
C 2.72682 0.93821 4.55916
H -5.32912 -1.79344 -2.39289
H -5.99560 -0.61927 0.31455
C -0.44724 -1.13387 -2.43616
C -1.87730 -1.57142 -2.75724
S 3.71523 2.24302 2.51464
H -7.28603 0.32322 -3.41654
C -7.63697 -1.31032 -0.85211
O -8.11721 3.32061 -3.20791
H 1.50951 1.46940 2.83771
H -3.13694 -1.91270 -0.50371
H -9.01598 0.11258 -3.64147
H 0.49379 -8.57211 -3.11800
H -7.62231 -2.34018 -0.50515
C -8.17956 -1.30066 -2.27968
C -1.00482 -7.29306 -2.19231
H 0.88642 2.10945 0.28656
H 3.61941 0.33872 4.75099
H -0.49098 0.66079 -3.69746
H 1.88559 0.45732 5.05649
C 0.86163 -6.46901 -3.58801
O -2.50453 -5.14930 -2.65234
H 0.22316 -1.72191 -3.06607
C -2.98864 -0.63936 -2.25940
C -6.21914 -0.74750 -0.74338
H -1.99057 -7.73800 -2.30056
C -5.16790 -1.68860 -1.32279
H 2.40807 2.57421 -0.44208
H 1.68842 1.49508 -3.04036
H 8.39716 6.79243 4.54274
C 9.13265 3.68325 5.78432
C 1.35436 0.61336 -2.49053
O 3.10564 3.15839 1.57806
H 4.96114 2.89631 4.41214
H -8.30026 -0.72148 -0.22573
C -3.74485 -1.17199 -1.01730
H -0.17413 -1.33596 -1.40412
H 0.87220 2.69580 -1.35689
H -2.65112 0.37097 -2.05313
H 3.32228 2.38964 6.08346
H 1.41575 -6.56592 -4.52038
H 3.73638 4.11017 3.98972
H -0.65055 -7.86239 -4.24829
H 9.07435 3.09470 3.70911
C 2.49294 1.05392 3.05632
C 3.93345 3.04768 4.10306
H -5.27332 -2.66152 -0.84915
H -3.72205 -0.54681 -3.05839
H 2.63235 0.12055 2.51575
H 1.95813 -0.23503 -2.80842
O -10.32323 2.21921 -0.78951
H 10.49547 5.69567 4.45415
C 8.34080 5.74077 4.27454
H 1.99457 2.90862 5.05363
S 7.75052 4.81432 5.69548
O 7.74218 5.66071 6.86027
H 7.62240 5.60206 3.46875
H 9.84110 4.08868 6.50598
O 4.92700 1.53646 2.17925
H 9.91575 5.24615 2.85640
H -0.58325 -7.55841 -1.22491
O 6.57625 4.07186 5.30330
O -9.50493 3.18330 -2.95763
C -8.21409 0.09288 -2.90213
H 10.70977 3.25259 4.35135
O -0.58290 -4.95717 -1.04298
H -0.66144 0.92882 -1.98459

(2)
12
Properties=species:S:1:pos:R:3 method="wB97M-V/def2-TZVPD" homo_ha=-0.616 total_charge=+2 relative_energy_kj_mol=290.6 e_tot_ev=-9115.7619
N -2.86518 8.24555 -8.66767
N 3.17953 -10.29912 12.52401
C -1.72742 7.25179 -9.83599
H 4.16679 -10.20570 12.51423
H -0.92892 6.09784 -11.21372
H 2.88308 -9.93931 11.65491
H -3.06987 8.88946 -7.90113
H -2.42515 6.31453 -8.05206
O -2.18939 8.48342 -9.89890
N -2.18240 7.02819 -8.62773
H 2.75357 -11.14151 14.15493
N 2.40537 -10.72514 13.34911

(3)
70
Properties=species:S:1:pos:R:3 method="wB97M-V/def2-TZVPD" homo_ha="-0.575 / -0.652" total_charge=+3 relative_energy_kj_mol=116.1 multiplicity=5 e_tot_ev=-79171.4408
C 1.90064 -3.15410 -3.75667
P 2.37170 0.65490 -0.61592
C -1.89789 -1.21006 -5.76934
C 0.65090 -2.98092 0.91871
H 0.75878 -3.21951 -0.15307
H 3.18065 -1.75205 -4.92216
H -2.18160 0.80887 2.22228
C -2.89959 -0.08427 -1.81076
C -1.80482 0.14596 -6.06965
H 0.02587 3.16784 -1.25255
C -2.95693 -1.44556 0.77738
C 0.37755 -1.26097 2.49582
C -1.00324 0.98411 -5.29402
P -0.60663 1.62530 0.54333
C 2.54307 2.43303 -1.06389
C -0.20450 -0.91677 -4.10290
H 2.72931 1.07612 1.78173
H 3.60728 2.65779 -1.23218
H 3.64494 -1.16003 -1.64917
H 4.26083 0.79261 0.89150
H 2.00348 2.62729 -1.99946
H -3.62064 -0.60300 0.98944
H 2.16524 3.12085 -0.30077
H -2.29190 2.58474 2.00913
H -0.07028 3.37202 2.14699
H 3.58488 0.26443 -2.74067
C 3.68411 -0.06602 -1.69570
H -3.04801 1.49426 0.81512
C 3.21266 0.48254 1.00104
H -3.84241 -0.59232 -2.06264
Cl 0.24126 -1.58806 5.12792
H 0.63621 1.80104 2.65016
H 0.46908 1.09447 -3.70664
H -2.39210 0.55589 -6.87813
H -1.60052 2.48924 -1.50977
H -0.91779 2.04249 -5.49979
C 0.68496 -3.94726 1.92334
H -2.33989 0.09584 -2.74276
H 2.04827 -0.22840 -3.71440
N 0.45190 -1.69038 1.21952
C -0.91206 2.89152 -0.75429
H -3.15141 0.88206 -1.35173
H -2.33490 -1.62688 1.66076
H -2.87803 -3.30664 -1.17872
C -1.96943 -2.77023 -1.49042
C 2.16374 -2.11763 -4.74462
H -1.09022 -2.83404 -4.54520
H -1.08630 -3.36288 -1.20310
H 0.55196 -4.26461 4.08077
H 1.08284 -3.82659 -4.00433
C -2.18604 1.62152 1.48344
H 3.18194 -0.57089 1.30063
H 0.80191 -4.98901 1.63352
C 0.40439 -2.19583 3.53312
C 0.45615 2.47000 1.79778
H 1.42431 2.77277 1.38748
H 2.76508 -3.59004 -3.23355
H 4.66171 0.28192 -1.34957
S 1.38435 -1.36268 -3.29043
C -1.10308 -1.76102 -4.75812
H -1.35819 3.79062 -0.29820
H -1.97794 -2.67056 -2.58608
C -0.24259 0.46634 -4.26029
H -3.57147 -2.33616 0.60016
H 1.46261 -2.03684 -5.56718
H -2.55886 -1.84956 -6.34243
P -1.92821 -1.13758 -0.70100
C 0.55162 -3.55889 3.25908
H 0.26770 -0.19020 2.67110
Rh 0.11640 -0.30155 -0.28971

(4)
109
Properties=species:S:1:pos:R:3 method="wB97M-V/def2-TZVPD" homo_ha="-0.301 / -0.257" total_charge=+1 relative_energy_kj_mol=194.0 e_tot_ev=-106114.5108
C 12.47663 13.06656 15.56423
N 16.74567 15.17850 13.08396
N 15.30620 12.25960 9.74038
O 14.67642 14.15742 15.12964
H 9.77500 11.13657 11.91828
C 7.49962 13.97550 16.53600
O 10.02089 11.75075 14.12648
H 5.62640 8.38416 13.14497
H 10.75821 16.45938 12.56201
H 13.34411 19.30900 14.76399
C 8.27288 11.16856 17.16718
H 6.99716 9.74812 10.35130
H 8.81550 9.43169 10.50284
H 8.55037 14.21903 16.60641
H 8.43714 10.12342 16.85281
H 10.76311 12.61850 5.75096
H 8.73039 14.98080 13.97675
H 8.57629 15.67317 12.38287
C 7.78465 9.23478 10.90484
H 13.83712 18.53029 12.49310
H 16.99960 16.95568 12.04436
H 9.77237 8.73772 14.15105
H 16.61876 11.24380 12.49221
H 5.27475 13.37692 13.13281
N 12.98416 16.56117 12.69681
C 13.22486 18.25321 14.55944
H 9.21446 11.59305 17.48422
H 12.89887 11.92255 12.56252
H 15.01253 16.50880 16.89867
C 15.65215 11.30972 10.66362
H 7.15936 15.62392 13.48982
H 7.65605 11.20232 18.10358
H 17.40846 15.98079 9.92939
H 11.65496 11.12598 5.13718
C 13.12048 16.41318 11.19737
C 13.56598 13.16955 8.39592
C 14.25115 17.21383 16.59250
O 12.41959 13.16970 14.11277
C 8.42382 13.40377 10.60938
C 17.19442 15.29127 10.75834
O 14.52223 12.55970 16.78365
Si 7.62874 13.47160 12.27476
C 8.92862 8.31953 13.56637
C 12.37438 11.92058 13.53468
C 10.98365 11.58257 13.27156
Si 8.19916 11.67379 13.74494
H 12.57436 17.26802 10.73589
C 5.40602 11.74285 15.95565
H 5.36845 12.44788 11.57517
H 6.96848 14.68708 15.88236
C 16.88344 13.80143 12.98530
H 12.04312 18.43975 12.74541
H 12.23584 17.96327 15.01138
C 8.08842 15.07740 13.13723
H 9.26112 7.67572 12.79252
H 17.75691 13.49422 9.72785
H 7.19388 14.00317 17.57227
H 5.31029 14.31738 11.60991
H 5.29346 10.15545 13.00252
H 5.26057 10.89345 16.62266
O 15.25951 10.17017 10.71592
H 14.14531 16.47571 10.88490
C 12.95340 10.59699 7.55047
C 12.14318 11.72326 7.10678
C 11.71400 16.04858 13.11416
H 10.23380 11.12695 6.36468
O 10.78619 11.31589 11.99435
C 5.95558 9.36374 13.38330
H 12.19404 12.02995 15.94491
H 16.42217 17.70372 15.47054
H 9.43805 13.85705 10.47420
H 12.65012 9.56943 7.15482
H 11.50266 16.14530 14.18777
N 16.56658 11.78524 11.65520
C 15.61974 18.16311 14.88520
H 5.01105 12.62720 16.45100
H 16.69340 13.23276 13.89549
H 8.67662 12.35047 10.33738
N 14.36239 17.46462 15.09838
C 5.66050 13.38561 12.12378
H 8.31998 7.77074 14.27452
H 13.26782 16.91016 16.85185
H 12.77475 11.12707 14.18396
C 14.33835 12.09055 8.78135
H 11.79372 13.76211 15.99811
H 14.63994 9.89938 8.70903
H 7.80385 13.80869 9.74765
H 5.98606 9.45395 14.45788
H 12.66191 15.44216 10.85762
H 15.50684 19.21136 15.25002
C 17.26293 13.90037 10.62366
H 15.66646 13.22542 9.73647
C 11.15256 11.60667 6.00244
C 12.46076 12.93596 7.63952
C 14.06750 10.78780 8.31443
H 11.75656 13.74219 7.41733
Si 7.75802 9.64052 12.78224
C 13.95290 13.28917 15.98754
C 16.89155 13.14422 11.76337
H 4.82305 11.55019 15.03595
H 7.63746 8.18423 10.83989
H 13.88820 14.19820 8.65541
H 11.71787 14.93143 12.93509
H 15.85427 18.17322 13.76746
C 17.01407 15.90451 11.97021
Si 7.29030 12.27782 15.93694
Sc 14.69069 15.47192 13.85204
C 13.03914 18.02124 13.05970
H 14.44040 18.09049 17.17056